No. 1
C25H74N5O14S | ωB97M-V with the def2-TZVPD basis set

ΔE to the lowest compared entry with this formula, charge and spin (eV): 0.000
E_LUMO (eV): 2.24
Total charge: -1

Structure (XYZ):
```
119
C25H74N5O14S | the OMol25 dataset | ωB97M-V with the def2-TZVPD basis set
O 12.45235 25.47524 8.92618
H 13.31489 25.63326 9.31690
H 12.37140 24.52385 8.82662
H 12.44236 25.87515 8.05351
O 13.98231 23.97570 6.35656
H 14.80421 24.37635 6.64903
H 13.53875 23.58098 7.11091
H 13.35696 24.66760 6.12894
O 14.11685 22.28102 10.27845
H 15.01470 22.54560 10.06528
H 13.57110 22.59556 9.55401
H 13.81223 22.75246 11.05727
O 12.54553 26.18036 6.55242
H 11.89713 26.85476 6.27083
O 12.68662 23.01702 8.35268
H 12.41662 22.14854 7.99576
S 16.08474 24.81313 9.16185
O 16.31309 23.44596 9.68869
O 15.94883 24.67089 7.73084
O 14.73732 25.28370 9.64407
O 17.17591 25.71453 9.48640
C 15.98944 27.84204 12.31816
C 15.37002 26.58295 12.99124
C 15.13010 26.65210 14.55541
O 14.39798 27.82543 15.02235
C 14.51521 27.94712 16.40834
N 14.17106 26.42225 12.24601
H 17.00047 27.98720 12.69873
H 15.33869 28.67221 12.59283
H 16.05494 27.76277 11.23303
H 16.01269 25.70269 13.00653
H 16.12378 26.43005 14.94451
H 14.44446 25.85339 14.83838
H 15.54940 28.16513 16.67485
H 14.23618 27.05994 16.97680
H 14.06814 28.86166 16.79802
H 14.42065 26.28778 11.27661
H 13.60645 27.25080 12.36773
C 11.52040 23.99216 12.30961
C 12.40347 23.12393 13.21886
C 12.16060 21.64177 13.09464
O 12.19514 21.17793 11.77696
C 12.53553 19.82142 11.64310
N 13.84891 23.36999 12.82763
H 10.44960 23.83194 12.43531
H 11.75117 23.95430 11.24499
H 11.67797 25.04406 12.54794
H 12.23921 23.33505 14.27552
H 11.25824 21.48622 13.68593
H 12.85980 21.17645 13.78939
H 11.69079 19.15501 11.81747
H 13.29648 19.52647 12.36564
H 12.88555 19.57473 10.64074
H 13.90995 24.37813 12.82316
H 14.50961 23.11510 13.54778
C 10.36757 20.46474 7.99378
C 9.35410 21.59910 8.25012
C 8.04593 21.12034 8.91388
O 8.21015 20.18396 9.94729
C 8.62703 20.65180 11.24442
N 9.93275 22.75366 8.96845
H 9.89132 19.61298 7.50818
H 10.97779 20.18176 8.85148
H 11.07975 20.83065 7.25418
H 9.07318 22.13744 7.34493
H 7.49891 20.46544 8.23566
H 7.50789 21.97176 9.33063
H 8.76887 19.86276 11.98292
H 7.94270 21.32221 11.76437
H 9.59100 21.14257 11.37862
H 10.20690 22.51559 9.91093
H 10.82730 22.86565 8.51312
C 14.35787 29.85320 6.79134
C 14.66528 28.88711 7.90921
C 13.62128 28.90181 9.05932
O 13.58309 30.12863 9.71541
C 12.84569 29.96515 10.93900
N 14.84159 27.51916 7.31444
H 13.34878 29.81872 6.38069
H 15.07278 29.70213 5.98252
H 14.50531 30.88988 7.09410
H 15.63045 29.13008 8.35362
H 14.10106 28.21779 9.75935
H 12.64143 28.50445 8.79454
H 11.90097 29.47571 10.70225
H 12.58759 30.92827 11.37934
H 13.30645 29.36835 11.72616
H 13.98989 27.30938 6.81375
H 15.07041 26.83531 8.02160
C 9.93947 28.85712 6.52031
C 8.71507 29.02704 7.41957
C 7.47920 29.26073 6.46844
C 6.82975 28.00890 5.77532
C 6.61836 26.94347 6.83011
C 7.87943 26.58001 7.69573
N 8.45300 27.82504 8.23452
O 9.45428 27.59045 9.26079
C 7.38041 25.73406 8.89768
C 8.88966 25.69353 6.86518
C 8.81414 30.21334 8.43250
H 10.27349 29.79893 6.08495
H 9.68933 28.27987 5.63020
H 10.74687 28.39056 7.08468
H 6.67276 29.75583 7.00938
H 7.78671 29.82289 5.58667
H 7.52297 27.62682 5.02595
H 5.93369 28.31917 5.23782
H 6.39163 26.07941 6.20553
H 5.72044 27.24111 7.37164
H 8.26504 25.26983 9.33360
H 6.94602 26.41428 9.63030
H 6.70014 24.90083 8.72146
H 8.47066 24.73904 6.54663
H 9.15420 26.23400 5.95632
H 9.91251 25.57746 7.22353
H 9.67396 30.15971 9.10029
H 7.90140 30.29270 9.02302
H 8.85473 31.14465 7.86759
H 10.23790 27.64458 8.70887
```



No. 2
C25H75HfN12O5P4 | ωB97M-V with the def2-TZVPD basis set

ΔE to the lowest compared entry with this formula, charge and spin (eV): 13.572
E_LUMO (eV): -12.16
Total charge: +3

Structure (XYZ):
```
122
C25H75HfN12O5P4 | the OMol25 dataset | ωB97M-V with the def2-TZVPD basis set
Hf -0.95807 3.49429 2.09690
C 0.23426 -1.06323 0.91443
O -0.25912 0.11689 1.46288
H 1.01824 -0.96930 0.16301
H 0.80631 -1.65259 1.63102
H -0.54965 -1.51262 0.30481
O 2.08261 2.48937 4.19990
P 3.21271 1.87681 5.06200
N 4.05857 2.88039 6.14094
C 3.32255 3.64422 7.20618
C 5.36126 2.51997 6.74514
N 4.47236 1.20623 4.11362
C 5.34966 2.02141 3.34939
C 4.29059 -0.04716 3.50621
N 2.73379 0.63046 6.14089
C 1.57548 0.65945 6.94359
C 3.71837 -0.33541 6.59343
H 2.27824 3.83385 6.95808
H 3.97392 4.50172 7.37500
H 3.42568 2.94716 8.03779
H 5.31150 1.75782 7.52280
H 5.81539 3.33642 7.30663
H 6.02117 2.09584 5.98836
H 6.20206 1.57371 2.83842
H 4.73611 2.54701 2.61768
H 5.68151 2.75021 4.08887
H 3.62382 -0.71515 4.05146
H 3.90858 0.01479 2.48722
H 5.23952 -0.58141 3.45909
H 1.03142 -0.28179 6.86505
H 1.81305 0.79920 7.99817
H 0.92151 1.47560 6.63651
H 3.86095 -0.38608 7.67288
H 4.68618 -0.31122 6.09257
H 3.35549 -1.36221 6.54745
O 6.26430 -3.72146 -3.71640
P 5.88604 -4.46574 -4.97308
N 6.69423 -3.89763 -6.48054
C 6.50512 -4.56664 -7.80849
C 8.11835 -3.45539 -6.40206
N 4.21667 -4.12401 -5.34410
C 3.25526 -4.18406 -4.21872
C 3.94774 -3.24006 -6.38746
N 5.93782 -6.19851 -4.92459
C 5.11176 -7.11874 -5.77887
C 7.10101 -6.88356 -4.32488
H 7.26654 -5.31491 -8.02858
H 6.37160 -3.94073 -8.69082
H 5.57683 -5.12980 -7.90459
H 8.38081 -2.85391 -5.53175
H 8.41478 -2.83535 -7.24809
H 8.79075 -4.31025 -6.32997
H 3.44388 -3.40580 -3.47924
H 2.22088 -4.25402 -4.55525
H 3.25380 -5.11582 -3.65311
H 4.27655 -3.51821 -7.38876
H 2.90806 -3.03075 -6.63918
H 4.48520 -2.30355 -6.23851
H 4.64556 -7.99044 -5.31963
H 4.27021 -6.69013 -6.32310
H 5.75645 -7.46554 -6.58647
H 7.85200 -7.13543 -5.07366
H 6.82141 -7.85500 -3.91716
H 7.60958 -6.28661 -3.56783
O -4.34113 1.63309 2.53413
P -5.44192 0.85925 3.13099
N -4.99430 -0.29503 4.36053
C -5.90704 -0.93966 5.30634
C -3.73806 -0.88340 4.42753
N -6.18454 -0.23817 2.01235
C -5.35871 -0.71713 0.90706
C -7.43576 -0.94273 2.32577
N -6.73484 1.72645 3.89445
C -7.82297 2.35633 3.07406
C -6.43613 2.42041 5.17383
H -5.52829 -0.75516 6.31163
H -6.12673 -1.98277 5.07883
H -6.85593 -0.42914 5.47090
H -3.21361 -1.01145 5.37445
H -3.06452 -0.15300 3.97926
H -3.73388 -1.79525 3.83034
H -4.73818 -1.53084 1.28247
H -5.92792 -1.12071 0.06967
H -4.74448 0.09077 0.50944
H -7.49093 -1.69752 1.54132
H -7.29589 -1.56873 3.20706
H -8.30481 -0.28908 2.40049
H -8.10319 1.60306 2.33774
H -8.73984 2.50586 3.64423
H -7.55146 3.26285 2.53314
H -5.69200 1.88528 5.76374
H -7.37036 2.59440 5.70773
H -6.14817 3.43792 4.90953
O -2.55612 3.13121 -1.51287
P -3.22166 3.16464 -2.85724
N -4.90338 2.80462 -2.88785
C -5.53317 2.14284 -3.97687
C -5.75910 3.42801 -1.75845
N -2.53220 2.08530 -3.99784
C -1.34745 2.36950 -4.79842
C -2.83329 0.66934 -3.82873
N -3.07530 4.65838 -3.63871
C -1.94257 5.59979 -3.37788
C -4.14384 5.12196 -4.55087
H -5.87655 1.14980 -3.68691
H -4.79892 2.02912 -4.77439
H -6.33919 2.78780 -4.32681
H -6.49720 2.63693 -1.62623
H -6.07877 4.43069 -2.04226
H -5.10174 3.62597 -0.91181
H -1.20014 1.49702 -5.43494
H -1.62773 3.25665 -5.36632
H -0.52067 2.58809 -4.12258
H -3.75844 0.43646 -3.30150
H -2.81831 0.32524 -4.86288
H -2.06327 -0.00625 -3.45624
H -1.39919 5.45769 -2.44372
H -1.28099 5.60160 -4.24414
H -2.33216 6.61273 -3.27652
H -5.08842 4.94012 -4.03823
H -4.10509 4.59092 -5.50197
H -3.97866 6.17481 -4.77961
```



No. 3
C25H75N15O10 | ωB97M-V with the def2-TZVPD basis set

SMILES: COC[C@H](C)N.COC[C@H](C)N.COC[C@H](C)N.COC[C@H](C)N.COC[C@H](C)N.NC(N)=O.NC(N)=O.NC(N)=O.NC(N)=O.NC(N)=O
ΔE to the lowest compared entry with this formula, charge and spin (eV): 4.465
E_LUMO (eV): 0.32

Structure (XYZ):
```
125
C25H75N15O10 | the OMol25 dataset | ωB97M-V with the def2-TZVPD basis set
C 14.28286 -12.94647 9.06113
C 15.11981 -13.03782 7.78418
C 16.34128 -13.95475 7.75381
O 16.23505 -15.30846 8.18852
C 15.19235 -16.03045 7.56279
N 14.23865 -13.05400 6.60180
H 14.99552 -13.24150 9.83468
H 13.46223 -13.66579 9.14071
H 13.77127 -12.00310 9.24302
H 15.52691 -12.01675 7.75828
H 17.22766 -13.55662 8.25187
H 16.79116 -13.97864 6.75032
H 15.20748 -15.97067 6.47048
H 14.20814 -15.60684 7.78767
H 15.19074 -17.05262 7.93368
H 13.65779 -12.22695 6.50937
H 14.95779 -12.79578 5.92191
C 24.50352 -3.46602 2.64108
C 23.56882 -4.55942 2.17212
C 22.66736 -5.08780 3.29215
O 23.39999 -6.05387 4.01223
C 22.88398 -6.57574 5.21125
N 22.76607 -3.98986 1.07622
H 24.07104 -2.46414 2.70918
H 25.40497 -3.19343 2.08358
H 24.96543 -3.69758 3.60454
H 24.04464 -5.41840 1.69914
H 21.85541 -5.55882 2.73058
H 22.31948 -4.18973 3.81228
H 23.01541 -5.78895 5.95972
H 23.35472 -7.52711 5.45315
H 21.82453 -6.82957 5.10663
H 21.93902 -4.52601 0.83098
H 22.33197 -3.08570 1.23013
C 17.99685 -9.98008 8.22490
C 19.44651 -10.05269 7.69374
C 19.78777 -8.79677 6.84393
O 21.05360 -8.86380 6.19625
C 20.99495 -9.65154 4.99161
N 20.43312 -10.11813 8.77565
H 17.93427 -9.01451 8.73490
H 18.07083 -10.73286 9.00501
H 17.20935 -9.99460 7.47702
H 19.40868 -10.93377 7.05419
H 19.84869 -7.94607 7.52574
H 19.06516 -8.54303 6.05897
H 20.48873 -10.60120 5.14507
H 22.02769 -9.73147 4.65599
H 20.50060 -8.98816 4.27652
H 20.20823 -9.39787 9.46196
H 21.33299 -9.80423 8.42865
C 27.11406 -11.29549 2.36493
C 25.89485 -11.04216 3.26031
C 24.61248 -10.55399 2.60160
O 24.74199 -9.12458 2.49162
C 23.48322 -8.56992 2.11382
N 25.70333 -12.29406 4.03758
H 27.77959 -12.09125 2.68920
H 27.62244 -10.36520 2.10479
H 26.74618 -11.68266 1.40713
H 26.10736 -10.32252 4.05606
H 23.71216 -10.80451 3.17152
H 24.40007 -10.95487 1.60346
H 22.75482 -8.63946 2.92303
H 23.09922 -9.13239 1.25733
H 23.70349 -7.54037 1.84793
H 26.61045 -12.72820 3.99787
H 25.13277 -12.89240 3.44130
C 16.85516 -6.68014 7.10539
C 16.13554 -6.38365 5.79586
C 16.92144 -6.82794 4.56412
O 18.01722 -5.92883 4.38901
C 18.87492 -6.42504 3.37572
N 14.74408 -6.95622 5.79422
H 17.00411 -7.75061 7.24469
H 16.38389 -6.24853 7.98914
H 17.84185 -6.21176 7.08877
H 16.02682 -5.29703 5.74978
H 16.24779 -6.79765 3.69956
H 17.12068 -7.89948 4.68411
H 19.84670 -5.95323 3.53060
H 18.34583 -6.12709 2.46500
H 19.15571 -7.48104 3.39110
H 14.75447 -7.65747 5.05555
H 14.84241 -7.53580 6.62530
C 16.55588 -11.53400 12.02220
O 16.56820 -10.30171 12.08696
N 15.78696 -12.30424 12.79361
N 17.30151 -12.25014 11.13216
H 15.92948 -13.29417 12.76977
H 15.12486 -11.78843 13.34884
H 17.34254 -13.23167 11.32776
H 17.96203 -11.72554 10.58689
C 18.99981 -9.05151 0.55095
O 19.32202 -9.35389 1.69363
N 18.69922 -9.96342 -0.38133
N 18.97633 -7.77799 0.07680
H 18.41022 -9.64078 -1.28646
H 18.84493 -10.94556 -0.23746
H 19.23215 -7.09817 0.77168
H 18.85207 -7.60075 -0.89987
C 21.40072 -6.77094 10.27045
O 20.87013 -7.71792 10.82048
N 21.86241 -6.68601 9.00299
N 21.67204 -5.57338 10.93915
H 22.23357 -5.83268 8.63888
H 21.83605 -7.54116 8.47588
H 21.66853 -4.73688 10.38418
H 21.30588 -5.52564 11.87555
C 23.99953 -9.84816 8.61281
O 23.78836 -8.69787 8.99137
N 23.33818 -10.39238 7.56757
N 24.73338 -10.71680 9.34564
H 23.33894 -11.35958 7.30320
H 22.84325 -9.65317 7.09122
H 25.19559 -10.43958 10.19060
H 24.95014 -11.59750 8.91221
C 20.61963 -13.67071 6.29442
O 21.25328 -13.09106 5.41715
N 20.04634 -14.91771 6.27528
N 20.35714 -13.02785 7.46676
H 19.65254 -15.39377 7.06509
H 20.31862 -15.48990 5.49185
H 20.98019 -12.23499 7.54312
H 20.32705 -13.69863 8.21942
```



No. 4
C25H76N12O13 | ωB97M-V with the def2-TZVPD basis set

ΔE to the lowest compared entry with this formula, charge and spin (eV): 1.375
E_LUMO (eV): -0.54

Structure (XYZ):
```
126
C25H76N12O13 | the OMol25 dataset | ωB97M-V with the def2-TZVPD basis set
C 10.21300 -34.75500 -6.34800
O 8.95500 -34.35300 -6.63800
H 10.60400 -34.10000 -5.57100
H 10.92200 -34.64400 -7.14700
H 10.24000 -35.73500 -5.91800
H 9.11500 -33.49300 -7.08000
C 16.66900 -31.67200 -4.91000
O 17.68200 -32.68800 -4.73500
N 16.73700 -30.47300 -4.42800
N 15.54200 -31.87400 -5.55700
H 17.52700 -30.32000 -3.86600
H 15.87900 -29.88800 -4.51100
H 15.45900 -32.83200 -5.75900
H 14.80000 -31.21600 -5.80800
C 7.51400 -32.90000 -3.22000
O 6.64000 -32.82600 -2.19600
N 8.45100 -32.02200 -3.36100
N 7.50600 -33.81600 -4.16100
H 8.58700 -31.24000 -2.75800
H 9.06400 -31.87500 -4.21400
H 6.85000 -34.55300 -4.11800
H 8.13800 -34.06800 -4.91200
C 11.64100 -30.36300 2.68600
O 10.29900 -30.28700 3.05100
N 12.12900 -31.08500 1.72700
N 12.49500 -29.83700 3.43900
H 11.45000 -31.32900 1.05500
H 13.09300 -31.14900 1.45500
H 12.15900 -28.89200 3.85000
H 13.43700 -29.84400 3.02500
C 9.78600 -30.30500 -1.30800
O 9.81000 -31.14300 -0.21700
N 8.70600 -29.89200 -1.78000
N 10.77600 -30.11500 -2.14800
H 7.80600 -30.06000 -1.24700
H 8.75800 -29.22200 -2.50200
H 11.61100 -30.63800 -1.99700
H 10.90300 -29.41000 -2.83200
C 13.61400 -29.35100 -5.38900
O 12.52200 -29.40200 -4.53400
N 14.71300 -28.64200 -5.11100
N 13.65300 -29.96400 -6.48200
H 14.55800 -28.09800 -4.26600
H 15.50900 -28.43900 -5.76800
H 12.89500 -30.63000 -6.69000
H 14.19100 -29.59200 -7.34400
C 10.17500 -31.39300 -6.45300
O 11.39300 -31.52500 -6.93000
N 9.13800 -31.64100 -7.18500
N 9.93400 -30.84100 -5.30100
H 9.37900 -31.61500 -8.13800
H 8.15100 -31.45100 -6.93400
H 10.73100 -30.41700 -4.73800
H 9.03700 -30.45500 -5.01600
C 19.94400 -30.47500 -3.17800
C 19.57300 -31.44600 -2.08000
C 20.02000 -30.76500 -0.80700
O 18.32100 -31.66700 -2.14100
H 19.69700 -30.84000 -4.17100
H 20.99300 -30.05200 -3.24600
H 19.38200 -29.56900 -3.00200
H 20.10000 -32.40000 -2.18700
H 21.13700 -30.83400 -0.62900
H 19.41300 -31.25600 -0.02400
H 19.76300 -29.68500 -0.89000
H 18.27600 -32.33200 -2.82200
C 16.96700 -31.87000 1.58900
C 15.65400 -31.65700 0.93700
C 14.89600 -33.03500 0.97600
O 14.89900 -30.80500 1.43600
H 17.56500 -30.95900 1.77000
H 17.47000 -32.66500 0.96300
H 16.77400 -32.31300 2.57400
H 15.87900 -31.46800 -0.12100
H 15.51800 -33.87800 0.59100
H 14.00600 -32.99400 0.40000
H 14.54000 -33.31800 1.99400
H 15.36200 -30.16100 1.99500
C 14.79200 -33.05900 -2.51400
C 13.80500 -31.97100 -2.86300
C 12.68000 -32.41400 -3.87600
O 13.20300 -31.48500 -1.85800
H 15.55600 -32.73000 -1.87400
H 15.23400 -33.32500 -3.49300
H 14.41800 -33.88600 -1.91400
H 14.30600 -31.12700 -3.46800
H 12.66600 -33.48900 -4.17500
H 12.75300 -31.92800 -4.84500
H 11.69500 -32.05900 -3.54200
H 13.82200 -30.88400 -1.43300
C 15.03700 -29.02500 -1.67100
C 15.86700 -27.73000 -1.62600
C 17.30700 -28.14100 -1.24700
O 15.90700 -27.20100 -2.73800
H 13.97900 -28.89700 -1.89000
H 15.12000 -29.49900 -0.68600
H 15.53300 -29.80900 -2.23300
H 15.45100 -27.02200 -0.94500
H 17.82200 -27.24200 -1.10300
H 17.90000 -28.69900 -1.98400
H 17.42400 -28.59600 -0.25400
H 16.32300 -26.30800 -2.64200
C 11.67300 -34.61400 -0.00200
C 11.10600 -34.15300 -1.30800
C 11.30200 -35.24300 -2.38500
O 9.90300 -33.81000 -1.38500
H 12.74300 -34.89900 -0.17900
H 11.13800 -35.48700 0.38300
H 11.56100 -33.78200 0.62800
H 11.63700 -33.25600 -1.66400
H 10.75000 -36.10500 -2.13400
H 12.34700 -35.45300 -2.44800
H 10.99100 -34.97500 -3.43300
H 9.60800 -33.31900 -2.14900
C 13.17100 -28.18700 0.84200
C 12.71900 -26.93900 0.08000
C 11.58400 -27.31000 -0.91600
O 12.21400 -26.04800 0.79600
H 12.35200 -28.16300 1.50600
H 14.18000 -27.99200 1.26000
H 13.10800 -29.19300 0.36400
H 13.48900 -26.54200 -0.49400
H 10.99100 -28.09900 -0.46300
H 12.11900 -27.72800 -1.72800
H 10.94300 -26.57700 -1.35100
H 12.54800 -25.20700 0.42700
```



Which of these has the lowest ΔE to the lowest compared entry with this formula, charge and spin?
C25H74N5O14S



Which of these has the highest E_LUMO?
C25H74N5O14S



Which formula does entry 1 have?
C25H74N5O14S